DFT (ωB97M-V/def2-TZVPD) results for a molecular structure, C28H31GaN6O4P2 in a non-equilibrium geometry.

Geometry as ORCA input:
```
! RIJCOSX wB97M-V def2-TZVPD def2/J DEFGRID3
* xyz 2 1
Ga 1.79 0.66 1.99
N 0.60 0.18 3.86
C 1.59 -0.26 4.87
C 2.84 -0.79 4.17
O 3.60 -1.56 4.67
O 3.04 -0.26 2.96
H 0.06 0.96 4.22
H -0.06 -0.57 3.70
H 1.20 -1.03 5.53
H 1.91 0.58 5.48
N 4.07 -0.19 0.40
N 4.98 0.87 0.49
C 4.62 2.01 1.07
N 5.48 3.00 1.24
N 3.31 2.07 1.44
N 2.80 3.01 2.22
O 1.64 2.70 2.60
O 3.36 4.03 2.53
H 4.25 -0.88 1.13
H 4.17 -0.65 -0.50
H 5.96 0.71 0.27
H 6.45 2.90 0.99
H 5.19 3.84 1.72
C -0.30 1.08 -0.92
P 0.00 -0.01 0.52
C -1.40 0.25 1.65
C -2.30 -0.73 2.07
C -3.36 -0.37 2.89
C -3.53 0.94 3.30
C -2.62 1.92 2.88
C -1.56 1.57 2.07
C 0.48 -1.66 -0.03
C 0.00 -2.86 0.49
C 0.49 -4.06 0.00
C 1.46 -4.08 -1.00
C 1.96 -2.88 -1.49
C 1.48 -1.68 -1.01
P -2.18 1.02 -1.34
C -2.16 1.72 -3.03
C -3.33 1.47 -3.76
C -3.45 1.95 -5.05
C -2.43 2.70 -5.61
C -1.29 2.99 -4.88
C -1.16 2.51 -3.58
C -2.30 -0.75 -1.85
C -1.51 -1.29 -2.85
C -1.67 -2.62 -3.22
C -2.63 -3.40 -2.60
C -3.45 -2.86 -1.63
C -3.30 -1.53 -1.27
H 0.31 0.77 -1.76
H -0.06 2.10 -0.63
H -2.20 -1.75 1.76
H -4.07 -1.12 3.20
H -4.36 1.22 3.94
H -2.75 2.94 3.19
H -0.85 2.33 1.76
H -0.75 -2.88 1.26
H 0.11 -4.99 0.40
H 1.82 -5.02 -1.38
H 2.72 -2.90 -2.26
H 1.88 -0.75 -1.40
H -4.12 0.88 -3.31
H -4.35 1.74 -5.62
H -2.53 3.08 -6.62
H -0.51 3.59 -5.31
H -0.27 2.75 -3.01
H -0.78 -0.68 -3.37
H -1.05 -3.03 -4.01
H -2.75 -4.44 -2.90
H -4.23 -3.46 -1.18
H -3.97 -1.08 -0.55
*
```

Properties
- HOMO (eV) = -12.9
- relative energy (zero: lowest compared OMol25 entry of this formula, charge and spin) (kJ/mol) = 26.72
- LUMO level (eV) = -6.61

Taken from the Mulliken analysis, the atomic charges in e are: Ga 1.629; N -0.360; C -0.562; C 0.551; O -0.568; O -0.626; H 0.267; H 0.315; H 0.386; H 0.317; N -0.416; N -0.332; C 0.709; N -0.336; N -0.083; N 0.901; O -0.582; O -0.661; H 0.298; H 0.356; H 0.196; H 0.200; H 0.197; C -1.562; P -0.257; C 1.759; C -0.627; C -0.794; C -0.664; C -0.822; C -0.665; C 1.696; C -0.719; C -0.927; C -0.637; C -1.107; C -0.846; P 0.024; C 0.645; C -0.549; C -0.702; C -0.531; C -0.659; C -0.130; C 0.436; C -0.337; C -0.701; C -0.604; C -0.633; C -0.316; H 0.979; H 0.850; H 0.130; H 0.485; H 0.450; H 0.485; H 0.364; H 0.289; H 0.486; H 0.467; H 0.555; H 0.647; H 0.371; H 0.411; H 0.399; H 0.406; H 0.326; H 0.426; H 0.483; H 0.454; H 0.485; H 0.485